# C26H24GaN3O3PSe2

C26H24GaN3O3PSe2 as an isolated structure at a distorted geometry (ωB97M-V/def2-TZVPD, the Open Molecules 2025 dataset).

Geometry as ORCA input:
```
! wB97M-V def2-TZVPD RIJCOSX def2/J DEFGRID3
* xyz -1 1
Ga 0.306 1.480 0.720
O -1.137 2.282 2.922
C -1.340 1.508 2.004
C -2.494 0.566 2.075
C -3.251 0.509 3.246
C -4.326 -0.352 3.360
C -4.676 -1.152 2.281
C -3.937 -1.106 1.112
C -2.831 -0.265 1.002
P -1.803 -0.233 -0.515
C -0.737 -1.691 -0.238
C -0.756 -2.470 0.913
C 0.223 -3.426 1.117
C 1.215 -3.623 0.172
C 1.222 -2.871 -0.993
C 0.256 -1.906 -1.194
C -3.030 -0.884 -1.719
C -4.103 -0.050 -2.028
C -5.058 -0.441 -2.946
C -4.938 -1.665 -3.588
C -3.860 -2.489 -3.306
C -2.907 -2.101 -2.380
H -2.969 1.157 4.062
H -4.897 -0.398 4.278
H -5.520 -1.828 2.355
H -4.211 -1.736 0.276
H -1.513 -2.310 1.669
H 0.227 -3.997 2.035
H 1.991 -4.352 0.348
H 2.002 -3.011 -1.729
H 0.269 -1.285 -2.083
H -4.186 0.906 -1.528
H -5.893 0.209 -3.171
H -5.680 -1.975 -4.310
H -3.759 -3.441 -3.813
H -2.069 -2.748 -2.158
O 4.934 1.572 0.854
C 3.793 1.478 0.030
C 3.457 2.848 -0.568
C 4.773 3.473 -1.110
O 5.441 2.659 -2.040
C 2.539 2.689 -1.778
Se 0.953 1.482 -1.650
C 2.925 3.829 0.481
Se 1.528 3.270 1.824
H 4.942 0.832 1.471
H 2.931 1.117 0.599
H 3.962 0.759 -0.790
H 5.432 3.691 -0.260
H 4.543 4.405 -1.635
H 5.750 1.882 -1.560
H 3.112 2.259 -2.606
H 2.164 3.667 -2.087
H 2.509 4.704 -0.024
H 3.747 4.153 1.123
N 0.980 -0.195 1.543
C 1.892 -0.727 2.069
N 2.728 -1.385 2.700
C 3.999 -1.547 2.601
N 5.137 -1.729 2.565
*
```

Results
E_HOMO, eV: -4.90
E, eV: -230324.69488
Orbital gap, eV: 7.34
Energy relative to the best compared isomer or geometry (same formula, charge and spin), kJ/mol: 7.3

Löwdin atomic charge list, values in e, 6 entries:
1. Ga -0.048
2. O -0.059
3. C -0.388
4. C -0.207
5. C -0.020
6. C -0.079

# C26H24GeIrSe3Te

C26H24GeIrSe3Te as an isolated structure (ωB97M-V/def2-TZVPD, the Open Molecules 2025 dataset).

Geometry as ORCA input:
```
! wB97M-V def2-TZVPD RIJCOSX def2/J DEFGRID3
* xyz 0 6
Ir 0.254 0.543 0.196
C 3.434 -0.904 0.449
C 2.205 -0.852 1.322
C 1.864 0.318 2.031
C 0.771 0.317 2.920
C 0.039 -0.834 3.133
C 0.360 -1.997 2.429
C 1.420 -2.001 1.539
H 3.182 -0.665 -0.588
H 3.872 -1.904 0.463
H 4.190 -0.190 0.787
H 2.518 1.176 1.987
H 0.545 1.214 3.484
H -0.790 -0.829 3.832
H -0.233 -2.898 2.572
H 1.667 -2.908 0.997
Se 0.185 -1.050 -1.672
Se 1.297 -0.149 -3.488
Te 1.160 2.328 -3.206
Se 1.263 2.637 -0.789
C -1.637 1.200 0.758
Ge -3.265 0.596 -0.084
C -4.731 1.759 0.459
C -5.665 2.254 -0.460
C -6.707 3.086 -0.049
C -6.831 3.437 1.290
C -5.912 2.954 2.220
C -4.870 2.125 1.806
C -3.118 0.773 -2.007
C -2.999 2.088 -2.482
C -2.834 2.350 -3.840
C -2.777 1.299 -4.748
C -2.879 -0.011 -4.294
C -3.047 -0.271 -2.936
C -3.648 -1.198 0.556
C -3.501 -1.411 1.935
C -3.770 -2.653 2.507
C -4.191 -3.713 1.705
C -4.354 -3.520 0.338
C -4.091 -2.272 -0.230
H -1.716 1.959 1.541
H -5.584 1.988 -1.509
H -7.421 3.460 -0.775
H -7.642 4.085 1.611
H -6.006 3.227 3.268
H -4.156 1.766 2.548
H -3.029 2.921 -1.784
H -2.745 3.374 -4.187
H -2.646 1.500 -5.808
H -2.817 -0.836 -4.998
H -3.083 -1.302 -2.610
H -3.170 -0.594 2.573
H -3.655 -2.795 3.578
H -4.401 -4.682 2.147
H -4.696 -4.340 -0.291
H -4.255 -2.145 -1.294
*
```

Results
E_HOMO (alpha / beta), eV: -6.74 / -7.80
E, eV: -290035.31086
Orbital gap (alpha / beta), eV: 6.48 / 5.57

Löwdin atomic charge list, values in e, 6 entries:
1. Ir 0.542
2. C -0.046
3. C -0.363
4. C -0.191
5. C -0.133
6. C -0.105

# C26H24HgN5O3S

C26H24HgN5O3S as an isolated structure at a distorted geometry (ωB97M-V/def2-TZVPD, the Open Molecules 2025 dataset).

Geometry as ORCA input:
```
! wB97M-V def2-TZVPD RIJCOSX def2/J DEFGRID3
* xyz 0 2
Hg 13.597 8.083 11.874
C 11.358 5.431 10.792
C 12.632 4.898 10.083
C 13.055 5.722 8.916
C 13.660 5.168 7.773
C 14.104 5.995 6.779
C 13.891 7.371 6.888
C 13.301 7.843 8.033
N 12.866 7.033 9.027
N 11.539 6.001 12.137
C 10.306 6.664 12.674
C 9.884 7.863 11.927
C 8.731 7.869 11.103
C 8.465 8.998 10.344
C 9.286 10.129 10.475
C 10.324 10.062 11.384
N 10.575 8.971 12.122
C 11.918 4.965 13.096
C 12.395 5.468 14.415
C 12.225 4.712 15.576
C 12.863 5.119 16.753
C 13.661 6.268 16.727
C 13.759 6.967 15.521
N 13.127 6.569 14.415
H 10.569 4.637 10.789
H 10.940 6.214 10.174
H 12.458 3.846 9.775
H 13.513 4.947 10.786
H 13.850 4.070 7.749
H 14.650 5.604 5.932
H 14.220 8.081 6.143
H 13.200 8.916 8.207
H 10.488 7.007 13.686
H 9.457 5.922 12.659
H 8.106 6.956 11.051
H 7.580 9.007 9.707
H 9.119 11.015 9.861
H 11.005 10.913 11.594
H 12.723 4.359 12.647
H 11.053 4.265 13.285
H 11.613 3.804 15.491
H 12.726 4.553 17.665
H 14.217 6.585 17.617
H 14.345 7.904 15.447
O 17.016 6.694 9.228
S 17.167 6.157 10.556
O 17.206 4.724 10.658
N 16.038 6.822 11.569
C 16.592 7.570 12.516
O 15.954 8.268 13.338
C 18.078 7.587 12.469
C 18.954 8.223 13.385
C 20.309 7.965 13.237
C 20.798 7.105 12.244
C 19.942 6.557 11.284
C 18.591 6.841 11.419
H 18.543 8.803 14.221
H 21.012 8.399 13.949
H 21.857 6.830 12.246
H 20.236 5.905 10.438
*
```

Results
E_HOMO (alpha / beta), eV: -7.58 / -8.60
E, eV: -55953.14329
Orbital gap (alpha / beta), eV: 8.17 / 7.00
Energy relative to the best compared isomer or geometry (same formula, charge and spin), kJ/mol: 0.0

Löwdin atomic charge list, values in e, 6 entries:
1. Hg 0.953
2. C -0.196
3. C -0.116
4. C -0.309
5. C -0.020
6. C -0.064

# C26H24N10OS2V

C26H24N10OS2V as an isolated structure at a distorted geometry (ωB97M-V/def2-TZVPD, the Open Molecules 2025 dataset).

Geometry as ORCA input:
```
! wB97M-V def2-TZVPD RIJCOSX def2/J DEFGRID3
* xyz 0 4
V -0.227 -0.191 -0.084
N -3.410 3.616 -0.203
C -2.401 2.828 0.316
S -2.700 2.158 1.893
N -1.353 2.775 -0.439
N -0.301 1.903 -0.135
C 0.841 2.433 -0.407
C 2.139 1.860 -0.088
C 3.299 2.465 -0.587
C 4.552 2.072 -0.167
C 4.652 1.091 0.829
C 3.524 0.489 1.350
C 2.243 0.812 0.863
O 1.175 0.171 1.289
H -4.099 3.930 0.451
H -3.157 4.239 -0.952
H 0.828 3.433 -0.830
H 3.191 3.264 -1.317
H 5.444 2.529 -0.578
H 5.631 0.805 1.200
H 3.595 -0.276 2.115
C 2.114 -3.663 1.287
C 3.270 -3.444 0.546
C 3.248 -2.513 -0.473
C 2.073 -1.826 -0.731
N 0.945 -2.027 -0.001
C 0.986 -2.927 0.987
C 1.889 -0.851 -1.823
C 2.720 -0.577 -2.882
C 2.257 0.292 -3.880
C 0.936 0.738 -3.870
C 0.136 0.406 -2.796
N 0.679 -0.248 -1.736
C -1.310 0.559 -2.606
C -2.185 1.136 -3.507
C -3.537 1.124 -3.240
C -3.988 0.546 -2.062
C -3.068 0.011 -1.191
N -1.745 -0.004 -1.442
H 2.087 -4.402 2.079
H 4.179 -3.993 0.770
H 4.135 -2.307 -1.059
H 0.069 -3.066 1.544
H 3.704 -1.026 -2.946
H 2.913 0.568 -4.699
H 0.547 1.329 -4.691
H -1.799 1.590 -4.413
H -4.237 1.562 -3.941
H -5.039 0.530 -1.807
H -3.386 -0.426 -0.260
C -2.038 -0.425 4.775
C -2.536 -1.444 3.814
N -3.353 -2.401 4.067
N -3.452 -3.065 2.864
C -2.709 -2.567 1.866
S -2.507 -3.175 0.329
N -2.114 -1.499 2.491
N -1.291 -0.529 1.903
H -2.552 -0.551 5.725
H -2.215 0.583 4.392
H -0.964 -0.545 4.936
H -4.057 -3.859 2.776
H -0.470 -0.403 2.487
H -1.802 0.384 1.896
*
```

Results
E_HOMO (alpha / beta), eV: -6.21 / -7.19
E, eV: -91660.08450
Orbital gap (alpha / beta), eV: 5.83 / 6.47

Löwdin atomic charge list, values in e, 6 entries:
1. V 0.820
2. N 0.037
3. C -0.918
4. S 0.542
5. N -0.015
6. N -0.068

Copy entry 4 word for word.
# C26H24N10OS2V

C26H24N10OS2V as an isolated structure at a distorted geometry (ωB97M-V/def2-TZVPD, the Open Molecules 2025 dataset).

Geometry as ORCA input:
```
! wB97M-V def2-TZVPD RIJCOSX def2/J DEFGRID3
* xyz 0 4
V -0.227 -0.191 -0.084
N -3.410 3.616 -0.203
C -2.401 2.828 0.316
S -2.700 2.158 1.893
N -1.353 2.775 -0.439
N -0.301 1.903 -0.135
C 0.841 2.433 -0.407
C 2.139 1.860 -0.088
C 3.299 2.465 -0.587
C 4.552 2.072 -0.167
C 4.652 1.091 0.829
C 3.524 0.489 1.350
C 2.243 0.812 0.863
O 1.175 0.171 1.289
H -4.099 3.930 0.451
H -3.157 4.239 -0.952
H 0.828 3.433 -0.830
H 3.191 3.264 -1.317
H 5.444 2.529 -0.578
H 5.631 0.805 1.200
H 3.595 -0.276 2.115
C 2.114 -3.663 1.287
C 3.270 -3.444 0.546
C 3.248 -2.513 -0.473
C 2.073 -1.826 -0.731
N 0.945 -2.027 -0.001
C 0.986 -2.927 0.987
C 1.889 -0.851 -1.823
C 2.720 -0.577 -2.882
C 2.257 0.292 -3.880
C 0.936 0.738 -3.870
C 0.136 0.406 -2.796
N 0.679 -0.248 -1.736
C -1.310 0.559 -2.606
C -2.185 1.136 -3.507
C -3.537 1.124 -3.240
C -3.988 0.546 -2.062
C -3.068 0.011 -1.191
N -1.745 -0.004 -1.442
H 2.087 -4.402 2.079
H 4.179 -3.993 0.770
H 4.135 -2.307 -1.059
H 0.069 -3.066 1.544
H 3.704 -1.026 -2.946
H 2.913 0.568 -4.699
H 0.547 1.329 -4.691
H -1.799 1.590 -4.413
H -4.237 1.562 -3.941
H -5.039 0.530 -1.807
H -3.386 -0.426 -0.260
C -2.038 -0.425 4.775
C -2.536 -1.444 3.814
N -3.353 -2.401 4.067
N -3.452 -3.065 2.864
C -2.709 -2.567 1.866
S -2.507 -3.175 0.329
N -2.114 -1.499 2.491
N -1.291 -0.529 1.903
H -2.552 -0.551 5.725
H -2.215 0.583 4.392
H -0.964 -0.545 4.936
H -4.057 -3.859 2.776
H -0.470 -0.403 2.487
H -1.802 0.384 1.896
*
```

Results
E_HOMO (alpha / beta), eV: -6.21 / -7.19
E, eV: -91660.08450
Orbital gap (alpha / beta), eV: 5.83 / 6.47

Löwdin atomic charge list, values in e, 6 entries:
1. V 0.820
2. N 0.037
3. C -0.918
4. S 0.542
5. N -0.015
6. N -0.068

The highest E belongs to which entry? C26H24HgN5O3S

Which of these has the highest E? C26H24HgN5O3S

The lowest E belongs to which entry? C26H24GeIrSe3Te